No. 1
16
Properties=species:S:1:pos:R:3:forces:R:3 method="wB97M-V/def2-TZVPD" fmax_ha_per_bohr=0.00990 homo_energy_ev="-7.689 / -7.686" lumo_ev="-0.7 / -0.7" energy_ha=-362.87054 homo_lumo_gap_ev="7.026 / 7.020" relative_energy_kj_mol=564.5 total_charge=0
C 1.75367 2.04767 0.60878 0.010 0.072 -0.226
C 0.52571 1.35432 0.13783 0.138 -0.157 0.465
N 0.53490 0.02664 0.01507 -0.040 0.255 -0.004
C -0.86330 -0.28742 -0.40963 -0.225 0.018 0.452
O -1.73753 -0.03000 0.39538 0.261 -0.040 -0.383
O -0.84018 -1.42339 -1.16958 0.004 0.268 -0.114
C -1.31989 -2.52494 -0.37655 -0.117 -0.269 0.083
H 2.68575 1.66624 0.18568 -0.175 0.068 -0.057
H 1.70773 3.13502 0.55228 -0.059 -0.139 -0.148
H 1.75043 1.77458 1.67867 0.047 0.116 -0.166
H -0.43201 1.78175 0.40642 0.085 -0.060 -0.021
H -0.71653 1.14074 -1.43604 0.106 -0.246 0.166
H 1.22568 -0.36105 -0.62059 -0.056 -0.054 0.306
H -1.14693 -3.43280 -0.95487 -0.032 0.187 -0.026
H -0.76201 -2.58060 0.56750 -0.091 -0.019 -0.205
H -2.38097 -2.40888 -0.14399 0.143 0.000 -0.120



No. 2
2
Properties=species:S:1:pos:R:3:forces:R:3 method="wB97M-V/def2-TZVPD" fmax_ha_per_bohr=0.04268 homo_energy_ev=-9.264 lumo_ev=-5.5 energy_ha=-796.02192 homo_lumo_gap_ev=3.773 relative_energy_kj_mol=785.1 total_charge=0
S 0.00000 0.00000 1.92468 0.000 0.000 -2.195
S 0.00000 0.00000 -1.92468 0.000 0.000 2.195



No. 3
19
Properties=species:S:1:pos:R:3:forces:R:3 method="wB97M-V/def2-TZVPD" fmax_ha_per_bohr=0.00847 homo_energy_ev=-8.437 lumo_ev=0.6 energy_ha=-310.90215 homo_lumo_gap_ev=9.019 relative_energy_kj_mol=412.5 total_charge=0
C -1.98436 -0.45965 -2.70101 -0.001 -0.022 -0.016
C -1.38100 0.43598 -1.63780 -0.171 0.184 -0.234
O -0.71361 -0.37544 -0.69885 -0.002 -0.098 0.061
C -0.17640 0.35261 0.36278 0.060 0.012 0.237
C 0.23322 -0.44174 1.51759 0.075 0.353 -0.088
C 1.22956 0.30080 2.32410 0.124 -0.234 0.098
C 2.47763 -0.33012 1.59940 -0.134 0.336 -0.068
H -2.50826 0.13754 -3.45397 0.073 -0.068 0.105
H -1.20331 -1.04147 -3.19858 -0.086 0.080 0.060
H -2.69552 -1.15710 -2.24969 0.086 0.090 -0.056
H -2.16980 1.02273 -1.13657 0.097 -0.088 -0.040
H -0.68032 1.15849 -2.08989 -0.058 -0.102 0.072
H 0.50495 1.15288 0.00309 -0.016 -0.187 0.050
H -0.98300 0.88825 0.93187 -0.009 0.054 -0.013
H 2.19745 -1.34120 1.27774 0.275 0.027 -0.029
H 1.22961 1.40337 2.26518 0.089 -0.259 -0.126
H 1.24102 -0.01149 3.37288 -0.041 0.078 -0.185
H 2.74041 0.25350 0.70401 -0.044 -0.222 0.372
H 3.33653 -0.40363 2.27885 -0.316 0.065 -0.201



No. 4
18
Properties=species:S:1:pos:R:3:forces:R:3 method="wB97M-V/def2-TZVPD" fmax_ha_per_bohr=0.02189 smiles=CCC[C@@H](C)C#N homo_energy_ev=-11.339 lumo_ev=1.0 energy_ha=-289.96098 homo_lumo_gap_ev=12.306 relative_energy_kj_mol=28.1 total_charge=0
C 2.64080 0.22692 -0.63498 0.000 -0.007 -0.011
C 1.42702 0.24386 0.29703 -0.068 -0.017 0.065
C 0.09667 0.14769 -0.45545 -0.027 -0.040 -0.054
C -1.14748 0.10557 0.45616 -0.013 -0.042 0.020
C -2.49732 -0.06216 -0.29539 -0.189 0.026 -0.164
C -1.14304 -1.04388 1.37414 -0.061 -0.879 0.662
N -1.34358 -1.99603 2.00143 0.501 0.911 -0.431
H 3.57387 0.28300 -0.06343 -0.165 -0.003 -0.095
H 2.67167 -0.69464 -1.22896 -0.032 0.148 0.097
H 2.62617 1.07416 -1.33181 -0.033 -0.136 0.116
H 1.49954 -0.59172 1.00571 -0.013 0.111 -0.093
H 1.44159 1.16347 0.89902 -0.035 -0.141 -0.082
H -0.00706 1.01134 -1.12714 -0.052 -0.128 0.121
H 0.09752 -0.74341 -1.09648 -0.011 0.068 0.104
H -1.15728 1.02118 1.06323 -0.025 -0.205 -0.084
H -2.36078 -0.13099 -1.37657 0.101 0.139 0.072
H -2.97070 -0.99172 0.02860 -0.039 0.188 -0.178
H -3.19664 0.74692 -0.07636 0.160 0.008 -0.065



No. 5
17
Properties=species:S:1:pos:R:3:forces:R:3 method="wB97M-V/def2-TZVPD" fmax_ha_per_bohr=0.03809 homo_energy_ev=-3.353 lumo_ev=3.0 energy_ha=-3555.55744 homo_lumo_gap_ev=6.317 total_charge=-1
N 2.90855 -0.06587 -0.40632 -0.845 0.551 0.728
P 1.27497 -0.25478 0.20890 0.224 -1.254 -0.571
O 1.33902 0.75496 1.50737 -0.070 0.140 -0.982
O 0.26482 0.63002 -1.10070 -0.237 0.596 0.485
C -0.40562 1.63741 -0.61343 1.256 1.474 -0.297
O 0.08342 2.73185 -0.39601 -0.299 -0.061 0.099
O -1.71140 1.45693 -0.30986 -0.156 -0.192 0.202
C -2.08538 0.16253 0.06121 -0.633 -0.338 -0.755
O -2.24616 -0.61564 -1.12221 -0.028 0.175 0.042
N -1.63026 -1.92147 -1.09047 0.173 -0.262 -0.409
O -2.20179 -2.65410 -0.40308 0.028 -0.024 0.345
H 3.07791 -0.85178 -1.01347 0.063 -0.227 -0.265
H 3.50836 -0.18308 0.40255 0.266 0.123 0.065
H 1.40680 1.68679 1.24626 0.078 0.181 -0.084
H -1.40889 -0.29919 0.76722 0.410 -0.263 0.055
H -3.05818 0.25602 0.50467 -0.412 0.256 0.374
Br 0.88383 -2.47059 1.75739 0.181 -0.874 0.967



No. 6
26
Properties=species:S:1:pos:R:3:forces:R:3 method="wB97M-V/def2-TZVPD" fmax_ha_per_bohr=0.02514 homo_energy_ev=-12.987 lumo_ev=-5.4 energy_ha=-3944.69782 homo_lumo_gap_ev=7.544 total_charge=+1
C -0.93262 -1.52917 -1.43531 -0.137 0.073 0.087
C -0.64408 -0.36726 -2.16410 0.078 -0.063 -0.021
C 0.76226 -0.19820 -2.16285 0.093 0.120 0.155
H -1.35701 0.30582 -2.60351 -0.077 0.041 -0.086
C 1.33253 -1.26931 -1.45164 0.284 0.537 0.349
C 0.29245 -2.07576 -0.96830 -0.231 0.158 0.425
H 0.40987 -2.95689 -0.36241 -0.019 -0.116 -0.001
H -1.91259 -1.93056 -1.24963 -0.073 -0.057 -0.028
H 1.29749 0.63046 -2.58605 0.043 0.070 -0.136
H 2.37797 -1.40550 -1.25449 0.177 -0.073 -0.031
V 0.00000 0.00000 0.00000 -0.104 1.254 -0.295
Br -0.16389 2.42777 -0.79135 0.035 -1.123 0.308
C -0.37213 0.69593 2.16397 0.396 -0.050 -0.094
C -0.17161 -0.70627 2.16794 0.331 0.313 -0.054
C -1.22480 -1.28793 1.44864 -0.035 -0.132 -0.291
H 0.66608 -1.21928 2.60314 0.046 -0.098 0.137
C -2.07244 -0.24741 0.98384 0.225 -0.251 -0.168
C -1.55842 0.96755 1.45983 0.215 0.189 -0.141
H -1.96191 1.94149 1.26237 -0.083 0.095 0.040
H 0.29336 1.42879 2.57910 -0.031 0.071 0.182
H -1.36106 -2.33920 1.27037 -0.048 -0.095 0.032
H -2.95760 -0.36319 0.38364 -0.090 -0.041 -0.018
C 2.06308 0.57428 0.65291 0.354 -0.298 -0.110
H 2.51091 -0.23617 1.26349 -0.325 0.383 -0.342
H 2.06957 1.51892 1.23159 -0.417 -0.680 -0.296
H 2.70837 0.74825 -0.23185 -0.608 -0.225 0.397



No. 7
36
Properties=species:S:1:pos:R:3:forces:R:3 method="wB97M-V/def2-TZVPD" fmax_ha_per_bohr=0.11904 smiles=O.O.O.O.O.O.O.O.O.O.O.O homo_energy_ev=-8.837 lumo_ev=-0.3 energy_ha=-917.07986 homo_lumo_gap_ev=8.513 relative_energy_kj_mol=644.6 total_charge=0
H -1.20294 0.76296 0.87733 -3.097 -0.068 0.121
H -0.06080 0.02305 0.10138 -0.625 -0.172 0.261
H 1.19439 -2.54779 0.09020 0.010 0.530 0.200
H 0.77348 -2.86928 1.63755 -0.044 -0.070 -2.058
H -2.71157 0.88295 -2.52123 -0.160 -0.206 -0.295
H -2.15581 0.74625 -1.12751 -1.140 -1.251 -1.335
H 1.72822 1.47925 1.64603 0.027 -0.079 0.098
H 2.45656 0.51519 2.60280 0.853 0.182 0.515
H -0.68247 2.72924 -2.77682 1.176 0.297 -0.312
H 0.19344 1.99400 -3.84819 0.194 2.274 1.907
H -5.41298 0.35387 -0.60856 0.863 -0.991 0.054
H -4.00762 0.61533 -0.27888 1.168 1.316 0.915
H -1.85369 0.19036 5.19592 -1.145 -0.445 -0.538
H -0.59376 0.67602 5.20976 2.764 1.022 1.169
H 2.15287 2.40996 -2.45421 -0.247 0.256 -0.095
H 3.59752 2.59744 -1.84358 -1.967 -1.313 0.002
H 0.92099 3.24167 0.79331 -0.054 0.244 0.402
H 0.56015 2.69346 -0.57069 -0.904 2.252 1.817
H 2.99521 -4.26254 1.64067 -0.015 0.153 0.075
H 2.71712 -2.72398 1.64031 -0.170 -1.562 0.484
H -3.06999 -3.58358 -1.86055 -0.900 -1.139 -0.746
H -2.31637 -2.33976 -1.75732 -0.117 -0.211 0.831
H 2.46693 -0.68084 -0.68711 -0.157 0.278 0.295
H 3.10810 0.13862 -1.80950 -0.107 0.064 0.277
O -0.30384 0.65500 0.78614 2.912 0.085 -0.826
O 0.78327 -3.16273 0.69035 -3.501 0.527 -0.881
O -2.81524 0.29227 -1.76261 5.223 2.115 -0.604
O 1.72778 0.58987 2.00535 0.030 -0.428 -0.154
O 0.22978 2.77406 -3.15963 -1.278 -2.612 -1.631
O -4.50355 -0.04119 -0.69798 -5.924 -0.972 1.199
O -1.19693 0.45836 4.54953 -1.652 -0.574 -0.644
O 2.76801 2.01057 -1.83127 2.057 1.255 0.093
O 0.29364 3.44871 0.09858 0.920 -2.199 -2.313
O 2.37820 -3.59790 1.96848 3.782 0.468 2.147
O -2.61207 -3.09361 -1.20639 0.944 1.391 -0.065
O 3.15132 -0.71363 -1.35193 0.283 -0.419 -0.365